The following is a DFT calculation (wB97M-V/def2-TZVPD) of a cluster of 16 separate species, C92H130F24N13O27S8 in total at a distorted geometry.

The HOMO-LUMO gap is 5.803 eV. The charge is +5. The value obtained for the maximum force is 4.2 eV/A. The LUMO energy comes out at -8.872 eV.

Geometry as XYZ:
```
294
Properties=species:S:1:pos:R:3:mulliken_charge:R:1
C -0.209 8.850 -1.008 -1.3163
C 0.113 9.183 -2.459 -0.5785
N -0.807 8.575 -3.574 1.6117
C -0.603 7.071 -3.668 -0.4266
C -2.244 8.863 -3.120 0.3973
C -3.330 8.759 -4.213 -1.5795
C -0.511 9.305 -4.886 -0.4060
C 0.904 9.490 -5.181 -1.2991
O 1.608 8.248 -5.161 -0.1055
C 2.854 8.358 -5.776 -0.8904
H -1.233 9.240 -0.719 0.2229
H 0.463 9.482 -0.428 0.6121
H -0.080 7.822 -0.661 -0.1147
H 1.123 8.849 -2.720 0.2689
H 0.099 10.283 -2.608 0.5072
H -1.078 6.723 -4.578 0.3896
H -1.143 6.598 -2.868 0.0952
H 0.399 6.747 -3.805 -0.2265
H -2.155 9.921 -2.823 0.4201
H -2.344 8.242 -2.254 -0.6905
H -4.314 8.670 -3.801 0.6270
H -3.192 7.831 -4.747 0.2164
H -3.272 9.595 -4.874 0.4522
H -0.988 10.317 -4.846 0.3284
H -0.975 8.716 -5.695 0.3208
H 1.376 10.192 -4.469 0.3544
H 1.080 9.923 -6.158 0.6141
H 2.729 8.785 -6.762 0.4624
H 3.263 7.339 -5.921 0.1289
H 3.599 8.922 -5.211 0.3554
C 2.370 0.100 -2.780 -1.6765
C 1.870 1.516 -3.154 0.6114
N 2.478 2.153 -4.474 0.3772
C 3.983 2.159 -4.326 -1.5016
C 2.157 1.250 -5.693 -0.7565
C 0.706 1.007 -5.810 -0.7127
C 1.837 3.501 -4.733 -0.0182
C 2.677 4.671 -4.223 -0.3096
O 2.641 4.615 -2.780 0.3411
C 3.317 5.757 -2.167 -0.4686
H 2.053 -0.638 -3.444 0.6238
H 1.895 -0.083 -1.815 0.1714
H 3.442 0.121 -2.535 0.1972
H 2.252 2.235 -2.416 0.1190
H 0.793 1.640 -3.272 0.2259
H 4.400 2.700 -5.162 0.4250
H 4.311 1.143 -4.385 0.4548
H 4.172 2.625 -3.391 0.5602
H 2.672 0.318 -5.666 0.5804
H 2.525 1.769 -6.583 0.5091
H -0.004 1.810 -5.688 0.1223
H 0.446 0.231 -5.103 0.1481
H 0.537 0.459 -6.754 0.5429
H 0.797 3.539 -4.315 -0.0660
H 1.626 3.590 -5.821 0.3137
H 2.146 5.563 -4.528 -0.3856
H 3.727 4.677 -4.580 0.4279
H 4.421 5.659 -2.218 0.3273
H 3.098 5.816 -1.101 -0.2063
H 3.101 6.718 -2.685 0.1173
C -5.938 -6.716 0.305 -1.0746
C -6.527 -5.386 -0.214 -0.6158
N -5.829 -4.190 0.316 1.3060
C -4.309 -4.346 0.115 -1.2833
C -6.394 -3.019 -0.501 0.3950
C -5.856 -2.982 -1.878 -1.3990
C -6.112 -3.937 1.747 -0.2647
C -7.546 -3.413 2.032 -1.0379
O -8.568 -4.163 1.458 -0.3297
C -9.939 -3.823 1.867 -0.8020
H -6.103 -6.807 1.366 0.4137
H -4.853 -6.812 0.130 -0.0388
H -6.442 -7.485 -0.244 0.5608
H -7.558 -5.290 0.060 0.4214
H -6.464 -5.281 -1.264 0.5955
H -3.855 -4.926 0.898 0.2138
H -3.884 -3.361 0.044 -0.1245
H -4.184 -4.709 -0.917 0.6365
H -6.109 -2.098 0.060 -0.1824
H -7.450 -3.234 -0.502 0.3559
H -4.766 -3.024 -1.925 0.1388
H -6.044 -2.026 -2.374 0.4350
H -6.193 -3.821 -2.448 0.4260
H -5.381 -3.202 2.138 0.0270
H -5.890 -4.906 2.219 0.5912
H -7.659 -2.340 1.720 0.3798
H -7.624 -3.470 3.149 0.6341
H -10.149 -2.763 1.773 0.3265
H -10.216 -4.218 2.845 0.3100
H -10.613 -4.295 1.127 0.2666
C 14.332 4.809 -0.206 -0.7983
N 13.152 4.242 0.535 0.0224
C 13.362 3.434 1.587 -0.3117
C 12.295 2.765 2.152 -0.7341
C 11.096 2.694 1.509 0.2734
C 10.904 3.577 0.426 -0.5970
C 11.892 4.385 -0.028 -0.2654
C 10.101 1.754 2.122 1.1267
C 9.777 1.983 3.465 -0.7476
C 8.894 1.154 4.123 -0.1847
N 8.315 0.178 3.436 0.1631
C 8.709 -0.154 2.206 -0.3124
C 9.585 0.653 1.525 -0.4449
C 7.196 -0.605 4.028 -1.0569
H 14.628 4.060 -0.998 0.3434
H 15.105 4.963 0.551 0.3207
H 13.952 5.725 -0.724 0.3072
H 14.382 3.368 1.912 0.4200
H 12.503 2.254 3.082 0.4802
H 9.966 3.559 -0.131 0.5121
H 11.830 5.093 -0.835 0.4217
H 10.102 2.866 4.028 0.5096
H 8.651 1.333 5.203 0.3714
H 8.141 -0.983 1.795 0.4592
H 9.790 0.475 0.503 0.5601
H 7.112 -0.220 5.047 0.2395
H 7.449 -1.643 4.143 0.4969
H 6.207 -0.536 3.528 0.2435
C -0.037 5.942 1.900 -1.4554
N -0.079 4.499 1.711 0.6524
C 1.110 3.824 1.524 -0.9450
C 1.078 2.439 1.456 -0.5164
C -0.126 1.758 1.662 1.9492
C -1.297 2.482 1.846 -1.2344
C -1.304 3.865 1.813 -1.5810
C -0.213 0.326 1.900 1.0108
C -1.345 -0.393 1.685 -0.2807
C -1.427 -1.739 1.908 -1.1145
N -0.302 -2.398 2.295 0.7104
C 0.875 -1.775 2.460 -1.0571
C 0.926 -0.377 2.333 -1.4649
C -0.411 -3.809 2.720 -0.1385
H 0.853 6.281 2.413 0.4227
H -0.835 6.407 2.410 0.4171
H -0.056 6.454 0.927 0.8184
H 1.965 4.429 1.511 0.6644
H 1.981 1.902 1.298 0.6744
H -2.241 2.049 2.087 0.8109
H -2.182 4.454 1.790 0.9560
H -2.226 0.130 1.249 0.2126
H -2.385 -2.198 1.839 0.7269
H 1.720 -2.369 2.768 0.9646
H 1.853 0.117 2.573 0.8092
H 0.543 -4.223 2.448 -0.2338
H -1.181 -4.248 2.163 -0.1085
H -0.468 -3.831 3.785 0.4031
C -6.431 3.673 2.742 -0.6056
N -6.635 4.095 1.337 0.2381
C -7.197 5.237 0.940 -0.6162
C -7.289 5.619 -0.371 -0.7402
C -6.807 4.713 -1.344 1.0349
C -6.121 3.567 -0.892 -1.1719
C -6.125 3.223 0.425 -0.0746
C -6.728 5.133 -2.742 1.1145
C -7.811 5.786 -3.323 -0.8109
C -7.646 6.352 -4.540 -0.4694
N -6.424 6.276 -5.144 0.3125
C -5.424 5.550 -4.644 -1.2354
C -5.518 4.902 -3.437 0.5115
C -6.233 7.022 -6.376 -0.8900
H -5.379 3.753 2.963 0.2720
H -6.695 2.604 2.876 0.1679
H -7.015 4.390 3.324 0.3704
H -7.483 5.893 1.731 0.3878
H -7.732 6.598 -0.713 0.4406
H -5.774 2.765 -1.515 0.7937
H -5.675 2.307 0.830 0.1987
H -8.794 5.777 -2.867 0.6403
H -8.449 6.897 -5.042 0.4202
H -4.518 5.392 -5.262 0.7014
H -4.655 4.392 -3.059 -0.4133
H -6.990 7.804 -6.477 0.3481
H -6.340 6.317 -7.233 0.3238
H -5.261 7.504 -6.381 0.3046
C -2.411 -6.577 -4.508 -1.1422
N -1.176 -6.766 -3.775 0.3046
C -1.208 -7.105 -2.511 -0.4452
C -0.078 -7.254 -1.777 -0.5286
C 1.132 -6.973 -2.374 1.4810
C 1.166 -6.601 -3.723 -1.1258
C -0.047 -6.557 -4.446 -0.5114
C 2.315 -6.857 -1.580 0.7750
C 3.554 -7.070 -2.164 -1.0157
C 4.707 -6.915 -1.481 -0.5383
N 4.661 -6.647 -0.123 0.3139
C 3.468 -6.376 0.473 -0.7847
C 2.300 -6.445 -0.274 -0.5152
C 5.936 -6.613 0.692 -0.9372
H -2.650 -5.511 -4.397 0.3772
H -3.190 -7.191 -4.084 0.3441
H -2.334 -6.980 -5.521 0.4663
H -2.246 -7.208 -2.096 0.2721
H -0.283 -7.630 -0.764 0.7096
H 2.082 -6.251 -4.170 0.5348
H -0.100 -6.298 -5.528 0.4074
H 3.616 -7.491 -3.142 0.6647
H 5.705 -6.996 -1.928 0.4442
H 3.395 -6.051 1.525 0.5018
H 1.425 -6.069 0.248 0.6191
H 6.466 -5.642 0.656 0.3076
H 6.600 -7.400 0.312 0.4036
H 5.760 -6.824 1.730 0.2903
C -3.078 -13.798 3.485 -0.9423
N -2.344 -12.600 3.929 0.1179
C -1.139 -12.255 3.405 -0.6901
C -0.507 -11.165 3.893 -0.2960
C -1.013 -10.384 4.895 1.3113
C -2.280 -10.697 5.313 -0.7761
C -2.900 -11.847 4.803 -0.3534
C -0.315 -9.221 5.518 1.6275
C 1.003 -8.894 5.117 -0.5146
C 1.732 -7.938 5.797 -1.0465
N 1.150 -7.388 6.924 0.3097
C -0.112 -7.627 7.253 -0.7546
C -0.909 -8.512 6.521 -0.6551
C 1.930 -6.620 7.926 -0.9156
H -2.510 -14.603 3.967 0.4265
H -3.061 -13.992 2.415 0.3353
H -4.097 -13.820 3.867 0.3254
H -0.705 -12.932 2.635 0.4037
H 0.422 -10.999 3.372 0.2625
H -2.829 -10.090 6.009 0.3905
H -3.793 -12.214 5.316 0.3907
H 1.583 -9.469 4.351 0.1960
H 2.780 -7.780 5.626 0.8058
H -0.467 -7.227 8.205 0.4436
H -1.974 -8.474 6.881 0.3489
H 2.249 -7.322 8.721 0.3595
H 1.312 -5.847 8.305 0.4120
H 2.813 -6.184 7.516 0.2336
C -1.846 2.902 -1.395 0.0460
F -1.841 1.608 -0.998 0.1810
F -2.713 3.579 -0.666 0.2381
F -0.611 3.466 -1.255 0.0378
S -2.327 2.957 -3.122 0.3355
O -2.380 4.378 -3.458 -0.4582
O -1.267 2.316 -3.825 -0.4374
O -3.672 2.363 -3.243 -0.6192
C -4.099 8.131 0.616 0.2994
F -2.957 8.388 1.282 -0.2188
F -5.069 8.069 1.506 -0.2168
F -4.319 9.198 -0.102 -0.2402
S -3.851 6.634 -0.448 0.9837
O -2.395 6.756 -0.704 -0.5979
O -4.291 5.563 0.408 -0.2854
O -4.627 6.778 -1.669 -0.5858
C 4.819 -4.863 4.840 0.4168
F 5.698 -4.965 3.834 -0.1937
F 5.145 -5.748 5.729 -0.2140
F 4.780 -3.628 5.419 -0.2243
S 3.157 -5.261 4.163 1.5052
O 2.926 -4.302 3.123 -0.6968
O 3.377 -6.629 3.750 -0.7430
O 2.291 -5.194 5.330 -0.6587
C -2.811 -7.493 2.992 0.3112
F -3.982 -7.931 3.508 -0.2743
F -2.897 -6.215 2.642 -0.1133
F -1.880 -7.617 3.996 -0.1140
S -2.159 -8.472 1.586 1.1384
O -2.543 -9.792 2.078 -0.6549
O -2.794 -7.933 0.452 -0.6327
O -0.750 -8.259 1.633 -0.6628
C -5.267 -0.473 3.787 0.4737
F -6.063 -1.504 3.996 -0.1377
F -5.776 0.595 4.458 -0.2091
F -3.989 -0.730 4.321 -0.2270
S -5.092 -0.086 2.051 1.3048
O -4.263 -1.181 1.505 -1.1504
O -6.432 -0.070 1.602 -0.7387
O -4.405 1.185 2.077 -0.3181
C 5.094 7.619 1.296 0.5417
F 5.970 8.056 2.219 -0.2369
F 4.305 8.601 0.835 -0.2238
F 5.759 7.093 0.287 -0.2173
S 4.006 6.287 2.107 1.1857
O 4.878 5.574 2.948 -0.6695
O 2.851 7.071 2.627 -0.7932
O 3.515 5.402 1.059 -0.6229
C 5.845 2.558 1.409 0.3269
F 4.981 3.013 2.259 -0.1578
F 6.094 3.470 0.479 -0.1892
F 7.093 2.229 2.063 -0.0026
S 5.220 0.995 0.620 0.8355
O 4.314 1.457 -0.396 -0.4441
O 6.472 0.373 0.233 -0.6009
O 4.505 0.339 1.698 -0.5780
C -1.599 -2.188 -1.742 -0.4274
F -2.813 -1.922 -1.308 -0.0906
F -1.552 -1.935 -3.043 -0.2164
F -0.658 -1.518 -1.111 0.1717
S -1.255 -3.971 -1.599 0.6212
O 0.080 -4.142 -2.137 -0.3848
O -1.315 -4.325 -0.201 0.1654
O -2.317 -4.661 -2.404 -0.6416
```



The following is a DFT calculation (wB97M-V/def2-TZVPD) of the molecule C4H8N2 at a distorted geometry.

The HOMO-LUMO gap is 10.245 eV. The SMILES is C=NN1C[C@@H]1C. The charge is 0. The energy above the lowest of the compared OMol25 structures with the same formula, charge and spin is 58.7 kcal/mol. The value obtained for the maximum force is 2.1 eV/A. The LUMO energy comes out at 1.174 eV.

Geometry as XYZ:
```
14
Properties=species:S:1:pos:R:3:mulliken_charge:R:1
C -2.574 -0.224 -0.060 -0.3110
N -1.477 -0.914 -0.031 -0.5287
N -0.353 -0.286 -0.530 -0.0587
C -0.034 1.053 -0.020 -0.5600
C 0.762 -0.140 0.366 0.2327
C 2.135 -0.528 -0.148 -1.3195
H -3.509 -0.658 0.344 0.2629
H -2.626 0.812 -0.438 0.3272
H 0.397 1.762 -0.713 0.2217
H -0.703 1.510 0.748 0.3793
H 0.544 -0.557 1.345 0.4119
H 2.251 -0.216 -1.194 0.3223
H 2.898 -0.026 0.467 0.3059
H 2.290 -1.587 -0.135 0.3140
```



Which of these has the highest HOMO-LUMO gap? C4H8N2



What is the charge in the second record? 0



What is the formula in the second record? C4H8N2